A 2-piece molecular cluster, C5H12NO2 overall at a distorted geometry, computed with ωB97M-V with the def2-TZVPD basis set.

Values from the calculation:
Total charge: -1
Energy above the lowest of the compared OMol25 structures with the same formula, charge and spin: 257.3 kJ/mol
Max |F|: 2.53 eV Å⁻¹
Gap between HOMO and LUMO: 7.249 eV
E_tot: -402.9315 hartree

Atoms and positions in Å:
N 1.650 0.870 -0.413
C 1.035 1.418 0.785
C 0.669 0.241 1.729
C 0.805 -1.013 0.798
C 0.954 -0.421 -0.601
C -0.494 -0.228 -1.288
O -1.474 -0.810 -0.525
H 2.580 0.596 -0.117
H 1.646 2.154 1.315
H 0.093 1.914 0.563
H 1.092 0.013 2.711
H -0.394 0.328 1.980
H 1.745 -1.510 1.067
H -0.050 -1.660 0.941
H 1.608 -1.085 -1.173
H -0.600 0.870 -1.293
H -0.390 -0.782 -2.235
H -2.778 -0.587 -1.101
H -3.875 0.280 -1.782
O -3.821 -0.586 -1.360

These are the Mulliken partial charges, in e, on atoms 1 to 5:
1. N -0.64
2. C -0.81
3. C -0.40
4. C -0.89
5. C 0.19